[1]
Entry from OMol25: a structure of composition C24H45AlN2O6P (the ωB97M-V functional and the def2-TZVPD basis).

XYZ file:
```
79
Properties=species:S:1:pos:R:3
C 2.659 0.573 1.294
H -0.599 4.073 -2.310
C 0.815 2.761 -1.668
H -0.306 -1.326 0.824
P 2.488 -3.160 0.799
H 0.887 0.829 2.385
C 1.284 -2.516 4.488
H -6.905 -5.245 1.941
O 0.480 4.804 -4.900
C 0.253 -2.577 3.490
C 0.807 3.376 -0.286
H 1.884 5.216 -3.417
H -7.320 -3.645 0.431
O 3.955 -2.897 1.646
C 4.131 2.450 2.131
C 6.520 2.227 2.221
H 1.692 3.213 -4.364
H 1.236 6.597 -4.320
H -3.543 -0.906 0.645
C -0.376 2.744 -3.816
O -1.961 -2.787 -0.329
H -1.481 -4.737 -0.088
H -1.359 2.995 -4.227
N -5.029 -2.266 0.194
H 0.238 5.814 -3.093
H -4.431 -0.549 -0.828
C 5.153 0.390 1.480
H 0.005 -3.608 3.231
H 5.432 4.015 2.764
H 7.489 2.664 2.431
H -6.377 -2.185 -1.392
H 0.037 6.557 0.103
H -0.666 5.150 0.924
C -2.378 -4.128 -0.207
C 2.887 -2.574 -0.917
H -0.086 3.085 0.273
C 0.983 5.635 -3.872
H -7.275 -4.391 -1.173
H 2.194 0.096 3.333
C -3.970 -1.359 -0.252
H 5.089 -0.632 1.128
H 3.233 3.040 2.278
C 2.215 -2.400 5.249
C -0.237 5.508 -0.017
C -5.757 -2.927 -0.878
H -5.477 -6.279 1.740
H -0.636 -2.020 3.792
H -3.001 -4.282 0.680
C -2.808 -1.932 -1.057
C 1.734 0.134 2.344
H -4.614 -2.967 0.794
O -5.906 -5.140 0.122
H 4.661 -3.221 1.077
H -5.090 -3.380 -1.624
C -5.894 -5.296 1.526
H 1.713 3.131 -2.181
H -1.002 5.443 -0.801
H 1.677 3.002 0.254
H 7.292 0.320 1.620
C 4.003 1.152 1.650
H 3.836 -2.027 -0.881
C 0.669 3.413 -4.704
H -2.919 -4.473 -1.095
H -3.137 -2.412 -1.989
O 2.391 0.481 0.100
H 0.906 1.677 -1.574
C 6.404 0.921 1.766
C -6.654 -4.027 -0.349
H 3.005 -3.396 -1.624
C 5.377 2.992 2.414
Al 0.917 -1.673 1.765
H 0.580 2.965 -5.697
O 0.935 4.801 -0.351
H 2.153 -1.866 -1.306
H -0.262 1.659 -3.906
N -0.411 3.084 -2.398
H -5.268 -4.545 2.020
H -2.181 -1.085 -1.349
H 2.876 -2.315 6.076
```

The calculation puts the largest force on an atom at 0.9 eV/Å. The net charge is -1. Its highest occupied orbital energy is -3.64 eV.

***

[2]
Entry from OMol25: a structure of composition C24H45AsF15O14V (the ωB97M-V functional and the def2-TZVPD basis).

XYZ file:
```
100
Properties=species:S:1:pos:R:3
F 6.562 4.665 4.562
O -1.344 -4.422 4.499
O -3.851 1.705 0.471
H 5.444 -1.879 -1.690
C 4.123 -1.515 -3.328
F 7.752 3.220 3.321
H 2.482 5.388 -5.296
H -2.257 -3.183 -1.174
O -4.837 -2.468 -2.172
H 4.045 -0.455 -3.573
F 6.506 2.491 4.846
O 3.709 -3.034 -1.486
As 1.195 0.208 -0.771
H 0.538 4.810 0.627
F -0.108 -0.432 0.272
C -2.586 1.157 0.738
C -1.414 -3.318 3.744
C -4.120 -2.059 -0.993
H -1.494 -3.597 6.394
F -6.553 -3.061 -4.267
O 4.456 2.579 3.342
H 4.004 -0.950 -1.214
H -4.484 -2.549 -0.089
O 1.086 -3.986 -0.844
H -0.516 -5.740 6.782
F 2.397 -0.095 0.488
H -2.107 -5.922 7.382
H -4.855 0.104 1.317
H 3.335 -2.193 -5.633
H 2.847 1.395 2.851
C -5.193 -3.776 -2.301
C 2.452 4.911 -0.908
O 5.378 4.167 1.983
C -6.072 -4.095 -3.541
O 0.175 -3.017 -3.205
F 1.455 -1.459 -1.436
F 0.009 0.370 -2.064
H -0.058 6.507 0.327
C 2.200 4.623 -4.573
C 0.400 5.613 -0.098
H -2.244 -1.552 -1.932
F -1.460 -3.756 1.394
O -2.086 -2.342 3.963
C 2.267 3.446 2.776
C 4.370 -1.766 -1.833
C -6.306 1.556 0.840
F 2.502 0.880 -1.786
C 2.188 4.275 -2.261
H -6.343 2.822 -1.514
O 2.334 5.222 -3.296
H 2.918 3.467 -2.376
V 1.418 -3.355 -2.290
H -1.870 1.305 -0.069
F 0.785 1.789 -0.119
H -6.994 1.085 1.539
C -1.879 -4.448 5.832
F 0.363 -4.397 2.536
H 3.683 2.346 1.547
F -7.077 -4.872 -3.147
H -2.570 0.072 0.865
H 1.985 3.569 3.822
H -4.782 1.537 2.296
F -5.243 -4.783 -4.320
C 2.531 -1.814 -5.004
O 1.604 6.048 -0.692
H 2.421 4.161 -0.116
H -4.466 -1.028 -0.904
H 1.503 -2.116 -5.197
C -6.028 1.775 -1.544
F -0.089 -2.285 2.164
H 3.279 -2.646 0.607
H 1.433 3.227 2.110
C 3.308 2.340 2.573
C 6.588 3.485 3.954
H -4.954 1.654 -1.417
H 3.455 5.341 -0.916
H 2.907 3.795 -4.673
C -2.620 -2.158 -1.107
H 4.867 -1.968 -3.983
H -0.309 5.267 -0.857
C 3.894 -3.235 -0.077
O -6.731 1.147 -0.480
H -2.126 -1.742 -0.229
H 3.589 -4.258 0.141
H -6.334 1.371 -2.508
C -0.627 -3.449 2.400
H -2.962 -4.317 5.806
H -1.692 -6.569 5.709
H 4.921 -3.059 0.243
H -2.026 1.577 1.579
O -4.820 -4.645 -1.539
C 5.412 3.447 2.935
C -1.556 -5.786 6.452
H -6.437 2.642 0.878
H 1.189 3.831 -2.305
H 1.169 4.294 -4.716
O 2.807 -2.027 -3.618
C -4.888 1.197 1.260
H 2.650 4.428 2.491
H 2.475 -0.736 -5.181
```

The calculation puts the largest force on an atom at 3.3 eV/Å. Its highest occupied orbital energy is -9.18 eV.

***

no.,frontier orbital gap (eV),LUMO (eV)
1,6.246,2.602
2,6.192,-2.990